(1)
Below is a cluster of 3 separate species, C38H53Br2FN4O6S in total, with properties calculated with ωB97M-V/def2-TZVPD.

Computed properties:
- Charge: 0
- HOMO-LUMO gap: 6.8 eV
- HOMO level: -8.56 eV

Positions of all 105 atoms, in Å:
C (-6.748, -4.094, 5.842)
C (-5.343, -3.531, 5.289)
C (-4.280, -3.049, 6.352)
C (-2.888, -2.534, 5.898)
C (-2.519, -2.472, 4.363)
C (-1.015, -1.965, 4.037)
C (-0.912, -1.078, 2.713)
C (-2.116, -0.093, 2.488)
C (-2.190, 0.874, 1.232)
N (-3.347, 1.731, 1.180)
C (-3.252, 2.485, -0.026)
C (-2.115, 2.464, -1.090)
C (-2.222, 3.409, -2.369)
C (-1.347, 4.741, -2.294)
C (0.132, 4.830, -1.825)
C (0.885, 6.211, -1.847)
C (0.200, 7.539, -2.347)
C (-1.282, 7.458, -2.799)
C (-2.007, 6.090, -2.767)
N (-1.000, 1.600, -0.961)
C (-1.037, 0.764, 0.208)
C (0.194, -0.227, 0.385)
S (1.490, -0.266, -0.921)
O (2.147, -1.631, -1.083)
O (2.617, 0.698, -0.596)
F (0.881, 0.056, -2.479)
C (0.284, -1.142, 1.667)
C (1.490, -2.131, 1.997)
Br (3.302, -1.243, 1.914)
C (1.455, -3.542, 1.194)
C (1.772, -4.742, 2.257)
Br (-0.411, -3.839, 0.572)
C (-3.551, -2.917, 3.299)
C (-4.963, -3.435, 3.782)
H (-6.963, -5.147, 5.411)
H (-6.725, -4.180, 6.997)
H (-7.571, -3.340, 5.597)
H (-4.512, -3.098, 7.481)
H (-2.150, -2.232, 6.722)
H (-0.374, -2.921, 4.021)
H (-0.637, -1.318, 4.910)
H (-2.969, -0.058, 3.266)
H (-4.129, 3.208, -0.236)
H (-3.310, 3.653, -2.656)
H (-1.807, 2.793, -3.260)
H (0.646, 3.870, -1.493)
H (1.980, 6.307, -1.499)
H (0.778, 8.535, -2.387)
H (-1.868, 8.385, -3.159)
H (-3.087, 6.046, -3.130)
H (1.423, -2.437, 3.111)
H (2.253, -3.634, 0.385)
H (0.806, -5.262, 2.617)
H (2.320, -4.377, 3.191)
H (2.407, -5.574, 1.770)
H (-3.310, -2.897, 2.186)
H (-5.736, -3.785, 3.003)
C (8.466, 7.071, 1.093)
O (8.167, 5.736, 1.472)
C (7.592, 5.640, 2.776)
C (6.135, 5.186, 2.686)
N (5.289, 6.237, 2.118)
C (3.937, 5.782, 1.780)
C (3.806, 4.727, 0.671)
O (4.177, 5.198, -0.622)
C (5.563, 5.101, -0.912)
H (9.014, 7.039, 0.150)
H (7.550, 7.645, 0.932)
H (9.092, 7.562, 1.843)
H (7.685, 6.576, 3.340)
H (8.161, 4.876, 3.316)
H (5.773, 4.935, 3.689)
H (6.106, 4.280, 2.073)
H (5.726, 6.592, 1.275)
H (3.380, 6.671, 1.464)
H (3.448, 5.413, 2.688)
H (2.744, 4.469, 0.597)
H (4.324, 3.793, 0.912)
H (6.037, 4.252, -0.413)
H (6.069, 6.031, -0.643)
H (5.675, 4.973, -1.990)
C (-0.554, -3.722, -4.279)
O (-1.561, -3.941, -5.256)
C (-1.306, -5.079, -6.079)
C (-2.332, -6.178, -5.804)
N (-2.126, -6.774, -4.483)
C (-3.217, -7.656, -4.060)
C (-4.594, -7.012, -3.834)
O (-4.637, -6.114, -2.729)
C (-4.241, -4.784, -3.031)
H (-0.761, -2.771, -3.788)
H (-0.572, -4.506, -3.518)
H (0.436, -3.667, -4.740)
H (-0.280, -5.452, -5.964)
H (-1.418, -4.750, -7.116)
H (-2.240, -6.958, -6.568)
H (-3.328, -5.731, -5.886)
H (-2.032, -6.032, -3.798)
H (-2.901, -8.111, -3.116)
H (-3.316, -8.472, -4.784)
H (-5.289, -7.820, -3.583)
H (-4.996, -6.542, -4.738)
H (-4.481, -4.499, -4.059)
H (-3.172, -4.658, -2.841)
H (-4.771, -4.111, -2.355)

Here are the Mulliken charges for atoms 1 to 99, given in e: atom 1 (C): -0.991, atom 2 (C): 0.613, atom 3 (C): -0.593, atom 4 (C): -0.619, atom 5 (C): 0.098, atom 6 (C): -0.370, atom 7 (C): -0.044, atom 8 (C): -0.599, atom 9 (C): 0.184, atom 10 (N): -0.573, atom 11 (C): -0.266, atom 12 (C): 0.379, atom 13 (C): -0.930, atom 14 (C): 0.315, atom 15 (C): -0.089, atom 16 (C): -0.223, atom 17 (C): -0.526, atom 18 (C): -0.391, atom 19 (C): -0.504, atom 20 (N): -0.177, atom 21 (C): 0.316, atom 22 (C): 0.577, atom 23 (S): 1.269, atom 24 (O): -0.581, atom 25 (O): -0.525, atom 26 (F): -0.264, atom 27 (C): -0.007, atom 28 (C): -0.884, atom 29 (Br): -0.041, atom 30 (C): 0.308, atom 31 (C): -1.066, atom 32 (Br): -0.165, atom 33 (C): -0.084, atom 34 (C): -0.524, atom 35 (H): 0.283, atom 36 (H): 0.284, atom 37 (H): 0.267, atom 38 (H): 0.181, atom 39 (H): 0.249, atom 40 (H): 0.129, atom 41 (H): 0.330, atom 42 (H): 0.354, atom 43 (H): 0.327, atom 44 (H): 0.406, atom 45 (H): 0.279, atom 46 (H): 0.395, atom 47 (H): 0.266, atom 48 (H): 0.313, atom 49 (H): 0.288, atom 50 (H): 0.195, atom 51 (H): 0.409, atom 52 (H): 0.469, atom 53 (H): 0.316, atom 54 (H): 0.285, atom 55 (H): 0.307, atom 56 (H): 0.359, atom 57 (H): 0.267, atom 58 (C): -0.727, atom 59 (O): -0.340, atom 60 (C): -0.803, atom 61 (C): -0.164, atom 62 (N): -0.353, atom 63 (C): -0.827, atom 64 (C): -0.231, atom 65 (O): -0.334, atom 66 (C): -0.635, atom 67 (H): 0.240, atom 68 (H): 0.306, atom 69 (H): 0.342, atom 70 (H): 0.400, atom 71 (H): 0.395, atom 72 (H): 0.384, atom 73 (H): 0.174, atom 74 (H): 0.087, atom 75 (H): 0.404, atom 76 (H): 0.390, atom 77 (H): 0.213, atom 78 (H): 0.319, atom 79 (H): 0.289, atom 80 (H): 0.179, atom 81 (H): 0.309, atom 82 (C): -0.665, atom 83 (O): -0.351, atom 84 (C): -0.792, atom 85 (C): -0.203, atom 86 (N): -0.313, atom 87 (C): -0.681, atom 88 (C): -0.474, atom 89 (O): -0.410, atom 90 (C): -0.446, atom 91 (H): 0.192, atom 92 (H): 0.286, atom 93 (H): 0.364, atom 94 (H): 0.394, atom 95 (H): 0.396, atom 96 (H): 0.386, atom 97 (H): 0.176, atom 98 (H): 0.046, atom 99 (H): 0.361

***

(2)
Below is a structure of composition C25H20AuN2STe, with properties calculated with ωB97M-V/def2-TZVPD.

Computed properties:
- Charge: +1
- 2S+1: 3
- HOMO-LUMO gap (alpha / beta): 8.2 / 5.2 eV
- HOMO level (alpha / beta): -11.04 / -11.47 eV

Positions of all 50 atoms, in Å:
Au (0.483, -1.227, -1.238)
N (2.451, -2.494, -1.059)
C (3.076, -1.923, 0.102)
C (4.327, -1.338, -0.010)
C (4.910, -0.740, 1.097)
C (4.244, -0.734, 2.312)
C (2.993, -1.323, 2.415)
C (2.381, -1.925, 1.319)
C (1.033, -2.526, 1.470)
C (0.730, -3.278, 2.611)
C (-0.547, -3.764, 2.832)
C (-1.560, -3.512, 1.922)
C (-1.294, -2.781, 0.766)
C (-0.012, -2.321, 0.574)
H (3.084, -2.541, -1.850)
H (2.094, -3.426, -0.872)
H (4.850, -1.358, -0.956)
H (5.887, -0.287, 1.006)
H (4.693, -0.273, 3.179)
H (2.467, -1.306, 3.360)
H (1.517, -3.480, 3.326)
H (-0.747, -4.345, 3.720)
H (-2.557, -3.890, 2.094)
H (-2.080, -2.597, 0.046)
S (-0.881, -1.199, -3.134)
C (-2.351, -1.696, -2.480)
N (-3.356, -2.033, -2.028)
Te (-0.258, 1.051, 0.067)
C (0.273, 2.791, -0.955)
C (0.112, 2.945, -2.328)
C (0.467, 4.147, -2.918)
C (0.981, 5.178, -2.144)
C (1.151, 5.015, -0.779)
C (0.801, 3.815, -0.175)
C (-2.330, 1.033, -0.147)
C (-2.952, 1.267, -1.368)
C (-4.334, 1.270, -1.424)
C (-5.079, 1.034, -0.279)
C (-4.451, 0.797, 0.934)
C (-3.066, 0.800, 1.008)
H (-0.275, 2.138, -2.939)
H (0.347, 4.278, -3.984)
H (1.256, 6.112, -2.613)
H (1.557, 5.817, -0.181)
H (0.939, 3.694, 0.892)
H (-2.375, 1.432, -2.268)
H (-4.831, 1.443, -2.368)
H (-6.158, 1.029, -0.335)
H (-5.034, 0.612, 1.824)
H (-2.577, 0.617, 1.957)

Quick look at the Mulliken charges, all values in e: atom 1 (Au): 0.160, atom 2 (N): -0.676, atom 3 (C): 1.393, atom 4 (C): -0.984, atom 5 (C): -0.601, atom 6 (C): -0.845, atom 7 (C): -0.789, atom 8 (C): 0.536, atom 9 (C): 0.910, atom 10 (C): -0.498, atom 11 (C): -0.766, atom 12 (C): -0.700, atom 13 (C): -0.332, atom 14 (C): -0.044, atom 15 (H): 0.218, atom 16 (H): 0.307, atom 17 (H): 0.325, atom 18 (H): 0.415, atom 19 (H): 0.428, atom 20 (H): 0.535, atom 21 (H): 0.560, atom 22 (H): 0.403, atom 23 (H): 0.457, atom 24 (H): 0.204, atom 25 (S): -0.290, atom 26 (C): 0.490, atom 27 (N): -0.455, atom 28 (Te): 0.611, atom 29 (C): 0.633, atom 30 (C): -0.172, atom 31 (C): -0.682, atom 32 (C): -0.468, atom 33 (C): -0.591, atom 34 (C): -0.570, atom 35 (C): 0.986, atom 36 (C): -0.503, atom 37 (C): -0.627, atom 38 (C): -0.517, atom 39 (C): -0.593, atom 40 (C): -0.590, atom 41 (H): 0.306, atom 42 (H): 0.399, atom 43 (H): 0.397, atom 44 (H): 0.390, atom 45 (H): 0.361, atom 46 (H): 0.238, atom 47 (H): 0.392, atom 48 (H): 0.417, atom 49 (H): 0.416, atom 50 (H): 0.408

***

(3)
Below is a structure of composition C25H19ClN3O3OsS3, with properties calculated with ωB97M-V/def2-TZVPD.

Computed properties:
- Charge: +1
- HOMO-LUMO gap: 6.0 eV
- HOMO level: -10.49 eV

Positions of all 55 atoms, in Å:
Os (0.040, -1.234, -0.167)
C (3.099, 0.110, -3.063)
C (4.234, -0.451, -2.513)
C (4.127, -1.199, -1.347)
C (2.887, -1.370, -0.768)
N (1.778, -0.807, -1.316)
C (1.882, -0.089, -2.430)
C (2.687, -2.181, 0.468)
C (3.656, -2.861, 1.182)
C (3.263, -3.595, 2.297)
C (1.938, -3.637, 2.704)
C (1.002, -2.929, 1.965)
N (1.419, -2.250, 0.892)
C (-0.453, -2.808, 2.225)
C (-1.085, -3.446, 3.274)
C (-2.452, -3.274, 3.444)
C (-3.145, -2.467, 2.562)
C (-2.456, -1.847, 1.534)
N (-1.143, -2.010, 1.369)
H (3.138, 0.690, -3.974)
H (5.198, -0.320, -2.983)
H (5.005, -1.651, -0.909)
H (0.955, 0.314, -2.818)
H (4.693, -2.837, 0.883)
H (4.008, -4.141, 2.859)
H (1.649, -4.206, 3.574)
H (-0.524, -4.074, 3.951)
H (-2.963, -3.769, 4.258)
H (-4.211, -2.317, 2.652)
H (-2.945, -1.207, 0.811)
S (-1.437, -3.606, -3.864)
C (-0.991, -2.853, -2.511)
S (0.070, -3.411, -1.239)
S (-1.503, -1.272, -1.981)
C (-3.708, 4.463, 0.327)
C (-2.616, 4.282, -0.686)
C (-2.737, 4.767, -1.978)
C (-1.717, 4.591, -2.903)
Cl (-1.919, 5.187, -4.520)
C (-0.550, 3.947, -2.550)
C (-0.408, 3.456, -1.257)
C (-1.437, 3.616, -0.347)
O (-1.386, 3.154, 0.952)
C (-0.226, 2.489, 1.344)
C (-0.135, 1.095, 0.782)
O (0.836, 0.316, 1.058)
O (-1.016, 0.606, 0.010)
H (-4.548, 5.000, -0.109)
H (-3.356, 5.022, 1.194)
H (-4.066, 3.500, 0.695)
H (-3.638, 5.289, -2.272)
H (0.244, 3.827, -3.274)
H (0.513, 2.952, -0.996)
H (-0.238, 2.409, 2.431)
H (0.688, 3.036, 1.076)

Quick look at the natural (NBO) charges, all values in e: atom 1 (Os): 0.973, atom 2 (C): -0.214, atom 3 (C): -0.128, atom 4 (C): -0.192, atom 5 (C): 0.138, atom 6 (N): -0.418, atom 7 (C): 0.092, atom 8 (C): 0.302, atom 9 (C): -0.218, atom 10 (C): -0.112, atom 11 (C): -0.200, atom 12 (C): 0.217, atom 13 (N): -0.413, atom 14 (C): 0.149, atom 15 (C): -0.190, atom 16 (C): -0.132, atom 17 (C): -0.211, atom 18 (C): 0.090, atom 19 (N): -0.408, atom 20 (H): 0.249, atom 21 (H): 0.243, atom 22 (H): 0.234, atom 23 (H): 0.240, atom 24 (H): 0.242, atom 25 (H): 0.247, atom 26 (H): 0.243, atom 27 (H): 0.235, atom 28 (H): 0.244, atom 29 (H): 0.249, atom 30 (H): 0.241, atom 31 (S): 0.063, atom 32 (C): -0.544, atom 33 (S): 0.028, atom 34 (S): 0.089, atom 35 (C): -0.629, atom 36 (C): -0.048, atom 37 (C): -0.206, atom 38 (C): -0.048, atom 39 (Cl): 0.015, atom 40 (C): -0.211, atom 41 (C): -0.313, atom 42 (C): 0.356, atom 43 (O): -0.488, atom 44 (C): -0.173, atom 45 (C): 0.757, atom 46 (O): -0.641, atom 47 (O): -0.599, atom 48 (H): 0.224, atom 49 (H): 0.229, atom 50 (H): 0.225, atom 51 (H): 0.233, atom 52 (H): 0.226, atom 53 (H): 0.205, atom 54 (H): 0.240, atom 55 (H): 0.220

***

(4)
Below is a structure of composition C3H8CsO, with properties calculated with ωB97M-V/def2-TZVPD.

Computed properties:
- Charge: +1
- HOMO-LUMO gap: 10.0 eV
- HOMO level: -13.87 eV

Positions of all 13 atoms, in Å:
Cs (-2.075, 1.475, 3.088)
C (0.960, 0.942, -0.343)
C (-0.233, -0.060, -0.498)
C (0.186, -1.544, -0.184)
O (-1.262, 0.141, 0.423)
H (0.615, 1.947, -0.586)
H (1.808, 0.547, -0.903)
H (1.341, 1.148, 0.657)
H (-0.786, 0.161, -1.410)
H (-0.562, -2.272, 0.132)
H (1.016, -1.586, 0.521)
H (0.614, -1.908, -1.118)
H (-1.622, 1.008, 0.221)

Quick look at the natural (NBO) charges, all values in e: atom 1 (Cs): 0.996, atom 2 (C): -0.650, atom 3 (C): 0.104, atom 4 (C): -0.640, atom 5 (O): -0.757, atom 6 (H): 0.206, atom 7 (H): 0.243, atom 8 (H): 0.206, atom 9 (H): 0.177, atom 10 (H): 0.232, atom 11 (H): 0.214, atom 12 (H): 0.227, atom 13 (H): 0.442

***

(5)
Below is an isolated molecule of C3H5ClF2, with properties calculated with ωB97M-V/def2-TZVPD.

Computed properties:
- Charge: 0
- HOMO-LUMO gap: 12.3 eV
- HOMO level: -11.38 eV

Positions of all 11 atoms, in Å:
C (-0.255, -0.144, 1.258)
C (0.546, 0.274, -0.001)
C (-0.265, 0.030, -1.197)
F (-1.583, 0.301, -0.965)
F (-0.218, -1.313, -1.400)
Cl (0.611, 0.751, -2.541)
H (-0.190, 0.726, 1.846)
H (-1.328, -0.417, 1.209)
H (0.199, -0.985, 1.681)
H (1.371, -0.455, 0.057)
H (1.112, 1.231, 0.053)

Quick look at the natural (NBO) charges, all values in e: atom 1 (C): -0.620, atom 2 (C): -0.496, atom 3 (C): 0.663, atom 4 (F): -0.320, atom 5 (F): -0.341, atom 6 (Cl): -0.023, atom 7 (H): 0.216, atom 8 (H): 0.231, atom 9 (H): 0.209, atom 10 (H): 0.244, atom 11 (H): 0.236

***

(6)
Below is a cluster of 2 separate species, C3H2Br2O in total, with properties calculated with ωB97M-V/def2-TZVPD.

Computed properties:
- Charge: 0
- HOMO-LUMO gap: 7.9 eV
- HOMO level: -9.61 eV

Positions of all 8 atoms, in Å:
C (0.945, 0.362, 0.710)
C (0.321, -0.541, 0.010)
C (-0.997, -0.323, -0.608)
O (-1.791, -0.922, -1.219)
Br (0.877, -2.443, -0.273)
Br (-1.896, 2.149, -0.251)
H (1.847, 0.258, 1.215)
H (0.694, 1.459, 0.417)

Quick look at the natural (NBO) charges, all values in e: atom 1 (C): -0.252, atom 2 (C): -0.258, atom 3 (C): 0.751, atom 4 (O): -0.380, atom 5 (Br): 0.091, atom 6 (Br): -0.461, atom 7 (H): 0.230, atom 8 (H): 0.279